# 1
Entry from the OMol25 dataset: a cluster of 2 separate species, C3H2NO3 in total at a distorted geometry (the ωB97M-V functional and the def2-TZVPD basis).

**LUMO**: -0.2542 hartree
**Molar mass**: 100.1 g mol⁻¹
**HOMO energy**: -17.32 eV
**E_tot**: -395.6761 Eh
**Energy relative to the best compared isomer or geometry (same formula, charge and spin)**: 0.0 kcal/mol

Structure (ORCA input):
```
! RIJCOSX wB97M-V def2-TZVPD def2/J DEFGRID3
* xyz 1 1
C 1.885 1.512 -0.003
C 3.996 -0.722 0.035
C -0.150 0.205 -0.084
N 0.853 0.908 -0.363
O 2.645 2.347 0.079
O 4.972 -1.261 -0.147
O 2.977 -0.194 0.222
H -0.396 -0.132 0.924
H -0.814 -0.073 -0.904
*
```

# 2
Entry from the OMol25 dataset: a structure of composition C35H26N3RuS2 at a distorted geometry (the ωB97M-V functional and the def2-TZVPD basis).

**LUMO (alpha / beta)**: -0.2207 / -0.2203 hartree
**Molar mass**: 653.8 g mol⁻¹
**HOMO energy (alpha / beta)**: -9.70 / -9.74 eV
**E_tot**: -2404.5737 Eh
**Energy relative to the best compared isomer or geometry (same formula, charge and spin)**: 91.3 kcal/mol

Structure (ORCA input):
```
! RIJCOSX wB97M-V def2-TZVPD def2/J DEFGRID3
* xyz 1 1
Ru -0.500 0.395 0.509
S 3.799 -0.436 1.506
C 3.785 -0.328 -0.228
C 4.835 -0.531 -1.118
C 4.585 -0.353 -2.464
C 3.316 0.028 -2.914
C 2.277 0.223 -2.027
C 2.515 0.034 -0.672
N 1.587 0.184 0.360
C 2.140 -0.007 1.539
C 1.349 0.274 2.723
C 1.874 0.270 4.009
C 1.106 0.765 5.048
C -0.147 1.296 4.767
C -0.671 1.274 3.481
C 0.042 0.706 2.426
H 5.818 -0.812 -0.766
H 5.385 -0.498 -3.177
H 3.152 0.181 -3.972
H 1.302 0.544 -2.359
H 2.879 -0.091 4.196
H 1.493 0.772 6.058
H -0.728 1.739 5.566
H -1.639 1.713 3.302
C 0.158 -3.573 -0.905
C -1.229 -3.100 -0.612
C -2.370 -3.866 -0.873
C -3.629 -3.330 -0.681
C -3.776 -2.018 -0.200
C -5.058 -1.388 -0.034
C -5.398 -0.033 0.135
C -4.582 1.072 0.072
C -3.105 0.980 -0.128
S -1.984 2.340 0.402
C -2.573 -1.394 0.113
N -1.363 -1.870 -0.104
H 0.192 -4.647 -1.067
H 0.829 -3.306 -0.088
H 0.529 -3.078 -1.806
H -2.254 -4.874 -1.244
H -4.511 -3.912 -0.914
H -5.902 -2.066 -0.095
H -6.456 0.159 0.263
H -5.028 2.059 0.103
C -2.202 0.105 -4.285
C -1.186 0.283 -3.355
C -1.503 0.574 -2.040
C -2.823 0.666 -1.615
C -3.830 0.487 -2.553
C -3.521 0.218 -3.882
N -2.541 -0.117 0.752
C -2.989 -0.225 2.151
C -2.591 -1.356 2.849
C -2.947 -1.512 4.178
C -3.702 -0.542 4.821
C -4.084 0.591 4.121
C -3.733 0.755 2.788
H -1.961 -0.104 -5.319
H -0.156 0.212 -3.675
H -0.678 0.860 -1.369
H -4.868 0.561 -2.268
H -4.322 0.098 -4.598
H -1.977 -2.110 2.374
H -2.625 -2.397 4.711
H -3.983 -0.665 5.858
H -4.662 1.365 4.609
H -4.007 1.669 2.285
*
```

# 3
Entry from the OMol25 dataset: a structure of composition C2HCuLiO3 at a distorted geometry (the ωB97M-V functional and the def2-TZVPD basis).

**LUMO (alpha / beta)**: -0.0668 / -0.0694 hartree
**<S²>**: 0.7560
**Molar mass**: 143.5 g mol⁻¹
**HOMO energy (alpha / beta)**: -5.78 / -8.07 eV
**E_tot**: -1950.4108 Eh
**Energy relative to the best compared isomer or geometry (same formula, charge and spin)**: 67.9 kcal/mol

Structure (ORCA input):
```
! RIJCOSX wB97M-V def2-TZVPD def2/J DEFGRID3
* xyz 0 2
C 1.749 1.065 -0.695
H 1.912 2.149 -0.538
O 0.353 0.948 -0.358
C -0.192 -0.304 -0.374
O -1.415 -0.269 -0.079
O 0.583 -1.225 -0.015
Li 2.365 -0.875 -0.593
Cu -1.244 0.966 1.675
*
```

# 4
Entry from the OMol25 dataset: a structure of composition C35H30FeN5O2Se3Te (the ωB97M-V functional and the def2-TZVPD basis).

**LUMO (alpha / beta)**: -0.0097 / -0.0528 hartree
**<S²>**: 0.7678
**Molar mass**: 973.0 g mol⁻¹
**HOMO energy (alpha / beta)**: -6.93 / -7.01 eV
**E_tot**: -10512.1110 Eh
**Energy relative to the best compared isomer or geometry (same formula, charge and spin)**: 0.0 kcal/mol

Structure (ORCA input):
```
! RIJCOSX wB97M-V def2-TZVPD def2/J DEFGRID3
* xyz 0 2
Fe -0.441 0.264 0.236
C 4.117 -1.003 -2.731
O 2.775 -0.888 -3.256
C 1.957 -1.243 -2.231
N 2.465 -1.691 -1.169
C 3.928 -1.697 -1.369
C 4.665 -1.091 -0.196
C 4.257 -1.424 1.094
C 4.887 -0.873 2.197
C 5.943 0.013 2.026
C 6.369 0.330 0.747
C 5.734 -0.222 -0.361
C 0.510 -1.253 -2.563
C 0.177 -1.621 -3.868
C -1.143 -1.817 -4.203
C -2.102 -1.649 -3.221
C -1.688 -1.248 -1.969
N -0.405 -1.025 -1.616
C -2.657 -0.996 -0.902
N -2.302 -0.450 0.183
C -3.473 -0.405 1.074
C -4.614 -0.788 0.107
O -3.937 -1.343 -1.055
C -3.349 -1.333 2.258
C -3.907 -0.940 3.469
C -3.865 -1.785 4.569
C -3.261 -3.029 4.464
C -2.700 -3.422 3.258
C -2.746 -2.579 2.158
H 4.710 -1.581 -3.437
H 4.521 0.004 -2.643
H 4.226 -2.748 -1.442
H 3.413 -2.083 1.232
H 4.533 -1.125 3.189
H 6.431 0.454 2.886
H 7.195 1.014 0.602
H 6.082 0.049 -1.351
H 0.971 -1.752 -4.588
H -1.423 -2.105 -5.207
H -3.156 -1.799 -3.410
H -3.602 0.614 1.433
H -5.278 -1.549 0.507
H -5.185 0.078 -0.229
H -4.362 0.041 3.553
H -4.299 -1.468 5.509
H -3.217 -3.686 5.323
H -2.206 -4.381 3.175
H -2.278 -2.885 1.231
C -1.189 2.656 2.184
N -0.765 1.272 1.962
C -0.476 0.570 3.007
C -0.013 -0.755 2.829
C 0.402 -1.772 3.691
C 0.764 -2.838 2.863
C 0.562 -2.408 1.542
N 0.102 -1.152 1.524
C -2.692 2.795 2.234
C -3.398 2.435 3.378
C -4.784 2.481 3.397
C -5.485 2.881 2.267
C -4.789 3.259 1.127
C -3.401 3.223 1.115
H -0.797 3.267 1.370
H -0.753 3.009 3.123
H -0.563 0.996 4.007
H 0.419 -1.738 4.769
H 1.128 -3.807 3.169
H 0.746 -2.940 0.621
H -2.864 2.103 4.261
H -5.320 2.204 4.297
H -6.567 2.912 2.282
H -5.324 3.588 0.245
H -2.860 3.534 0.231
Se -1.152 2.095 -1.301
Se 0.562 2.325 -2.862
Te 2.472 2.554 -1.331
Se 1.873 1.048 0.448
*
```

# 5
Entry from the OMol25 dataset: a structure of composition CHKMgO2 at a distorted geometry (the ωB97M-V functional and the def2-TZVPD basis).

**LUMO**: -0.0283 hartree
**Molar mass**: 108.4 g mol⁻¹
**HOMO energy**: -6.32 eV
**E_tot**: -989.1074 Eh

Structure (ORCA input):
```
! RIJCOSX wB97M-V def2-TZVPD def2/J DEFGRID3
* xyz 0 1
O -0.695 -0.882 -1.943
C 0.652 0.806 1.699
O 0.302 0.509 0.513
Mg 0.865 -0.376 -1.143
K -2.820 -0.445 -1.000
H 1.697 0.389 1.875
*
```

# 6
Entry from the OMol25 dataset: a structure of composition C21H29BaF6NO4PSSb2 at a distorted geometry (the ωB97M-V functional and the def2-TZVPD basis).

**LUMO (alpha / beta)**: 0.0061 / -0.0440 hartree
**<S²>**: 0.7905
**Molar mass**: 917.3 g mol⁻¹
**HOMO energy (alpha / beta)**: -7.65 / -8.81 eV
**E_tot**: -3018.3198 Eh
**Energy relative to the best compared isomer or geometry (same formula, charge and spin)**: 0.7 kcal/mol

Structure (ORCA input):
```
! RIJCOSX wB97M-V def2-TZVPD def2/J DEFGRID3
* xyz 0 2
Ba 1.679 -1.028 0.951
C 4.262 5.962 -4.038
C 3.899 4.698 -3.310
C 4.879 3.925 -2.688
C 4.549 2.765 -2.013
C 3.219 2.366 -1.963
C 2.226 3.115 -2.572
C 2.574 4.278 -3.244
S 2.840 0.927 -1.037
O 3.655 -0.177 -1.503
O 1.386 0.661 -1.185
N 3.210 1.177 0.461
C 2.567 2.289 1.164
C 1.164 1.885 1.585
O 0.166 2.424 0.967
O 0.985 0.977 2.414
H 5.326 6.176 -3.950
H 3.710 6.814 -3.638
H 4.019 5.881 -5.098
H 5.914 4.242 -2.732
H 5.307 2.166 -1.524
H 1.198 2.785 -2.513
H 1.803 4.871 -3.722
H 2.536 3.224 0.598
H 3.142 2.467 2.073
C -2.633 2.762 0.329
Sb -1.427 1.096 0.849
C -2.089 1.110 2.874
C -2.539 -1.666 -2.295
C -3.364 -1.721 -1.159
C -3.911 -0.506 -0.665
C -4.708 -0.467 0.457
C -5.007 -1.653 1.127
C -4.511 -2.858 0.648
C -3.698 -2.933 -0.476
C -3.205 -4.257 -0.948
Sb -1.469 -5.068 0.097
C -1.828 -4.220 2.025
C -0.185 -3.455 -0.564
H -3.685 2.523 0.480
H -2.470 3.064 -0.704
H -2.345 3.570 0.999
H -3.142 0.826 2.884
H -1.977 2.109 3.292
H -1.512 0.401 3.462
H -2.067 -2.534 -2.724
H -2.333 -0.715 -2.766
H -3.723 0.399 -1.232
H -5.121 0.473 0.805
H -5.640 -1.639 2.005
H -4.771 -3.778 1.159
H -2.893 -4.222 -1.989
H -3.974 -5.025 -0.869
H -2.690 -4.705 2.483
H -2.018 -3.150 1.952
H -0.954 -4.401 2.647
H -0.089 -3.470 -1.649
H 0.806 -3.612 -0.135
H -0.637 -2.505 -0.263
F 0.895 -2.882 2.773
P 2.246 -3.557 3.526
F 2.198 -4.720 2.419
F 2.246 -2.289 4.513
F 3.193 -2.667 2.475
F 1.267 -4.370 4.484
F 3.549 -4.160 4.193
*
```

> What is the E_tot in the sixth record?

-3018.3198 Eh